# 1
Density functional theory data (ωB97M-V/def2-TZVPD) for C33H45BN4O3Ru as an isolated structure.

Cartesian coordinates (Å):
Ru  0.18  0.15  -0.13
C  0.32  1.61  -2.09
C  -0.29  2.35  -1.04
C  0.73  2.50  0.00
C  1.91  1.88  -0.50
C  1.68  1.35  -1.79
C  2.70  0.78  -2.76
C  4.10  0.78  -2.14
C  2.29  -0.64  -3.17
C  2.72  1.67  -4.01
C  0.69  3.09  1.42
C  2.12  3.18  1.98
C  0.12  4.51  1.47
C  -0.09  2.17  2.36
C  -1.69  2.93  -1.20
C  -2.60  2.66  0.01
C  -1.59  4.45  -1.47
C  -2.39  2.31  -2.42
H  -0.17  1.33  -3.01
H  2.84  1.81  0.03
H  4.14  0.20  -1.21
H  4.42  1.80  -1.90
H  4.81  0.35  -2.84
H  2.24  -1.30  -2.30
H  3.02  -1.06  -3.87
H  1.32  -0.64  -3.65
H  2.99  2.69  -3.75
H  1.75  1.68  -4.51
H  3.46  1.29  -4.72
H  2.77  3.78  1.34
H  2.57  2.19  2.10
H  2.09  3.64  2.96
H  0.68  5.18  0.82
H  0.20  4.89  2.49
H  -0.93  4.56  1.18
H  0.38  1.18  2.41
H  -1.13  2.03  2.08
H  -0.07  2.57  3.38
H  -2.31  3.21  0.90
H  -2.62  1.60  0.26
H  -3.62  2.96  -0.23
H  -0.78  4.92  -0.93
H  -2.52  4.95  -1.20
H  -1.42  4.63  -2.53
H  -2.48  1.23  -2.34
H  -1.86  2.54  -3.35
H  -3.39  2.74  -2.51
C  3.40  -2.37  4.05
N  3.11  -1.97  2.68
C  3.77  -2.38  1.55
C  3.17  -1.74  0.51
N  2.15  -0.94  0.98
C  2.15  -1.12  2.29
H  3.87  -3.35  4.04
H  2.47  -2.44  4.61
H  4.06  -1.66  4.52
H  4.59  -3.07  1.59
H  3.41  -1.82  -0.54
H  1.46  -0.67  2.99
O  -1.07  -1.24  2.45
B  -0.65  -1.44  1.14
O  -0.66  -2.80  0.84
C  -1.06  -3.44  1.99
C  -1.22  -4.79  2.22
C  -1.64  -5.15  3.50
C  -1.88  -4.20  4.48
C  -1.72  -2.84  4.24
C  -1.31  -2.50  2.97
H  -1.03  -5.52  1.45
H  -1.78  -6.20  3.73
H  -2.21  -4.53  5.46
H  -1.93  -2.09  4.99
N  -5.48  -1.19  -1.29
C  -4.87  -2.40  -1.46
O  -5.45  -3.45  -1.34
C  -3.40  -2.37  -1.78
C  -2.84  -3.48  -2.39
C  -1.49  -3.48  -2.67
C  -0.74  -2.37  -2.31
N  -1.26  -1.30  -1.71
C  -2.57  -1.31  -1.45
H  -6.47  -1.20  -1.14
H  -5.07  -0.35  -1.66
H  -3.47  -4.33  -2.62
H  -1.01  -4.32  -3.15
H  0.33  -2.35  -2.49
H  -2.96  -0.46  -0.91

energy relative to the best compared isomer or geometry (same formula, charge and spin)	0.00	kcal/mol
spin multiplicity	6
largest force on an atom	0.0081	Eh/bohr
orbital gap (alpha / beta)	7.8 / 6.6	eV
charge	+1
calculated total energy	-1848.7621	Eh

=====

# 2
Density functional theory data (ωB97M-V/def2-TZVPD) for C33H45N10ReS2Se as an isolated structure in a non-equilibrium geometry.

Cartesian coordinates (Å):
Re  0.76  1.96  2.43
C  2.25  3.81  -3.02
C  1.60  2.43  -3.07
N  1.76  1.61  -1.86
C  1.46  1.98  -0.61
S  1.81  0.76  0.64
N  0.92  3.14  -0.37
N  0.65  3.40  0.95
C  0.13  4.56  1.24
C  -0.21  5.60  0.23
C  -0.14  4.76  2.67
C  -0.67  5.93  3.18
C  -0.92  6.02  4.55
C  -0.60  4.95  5.37
C  -0.06  3.82  4.79
N  0.15  3.71  3.48
H  2.22  4.25  -4.02
H  3.29  3.74  -2.71
H  1.72  4.47  -2.33
H  2.07  1.86  -3.87
H  0.54  2.52  -3.29
H  2.29  0.77  -1.95
H  0.00  5.24  -0.77
H  0.35  6.52  0.40
H  -1.28  5.85  0.31
H  -0.90  6.75  2.52
H  -1.37  6.92  4.96
H  -0.77  5.00  6.43
H  0.21  2.96  5.40
C  1.72  -1.45  4.97
C  1.69  -0.12  4.29
N  0.63  0.33  3.68
N  -0.54  -0.40  3.73
C  -1.60  -0.03  2.98
N  -2.70  -0.75  3.09
S  -1.53  1.29  1.90
C  2.83  0.77  4.18
C  4.06  0.54  4.78
C  5.08  1.45  4.60
C  4.86  2.58  3.82
C  3.63  2.75  3.23
N  2.62  1.88  3.41
H  1.43  -2.23  4.25
H  2.70  -1.70  5.34
H  1.03  -1.50  5.82
H  -0.58  -1.20  4.34
H  -2.81  -1.47  3.79
H  -3.53  -0.46  2.59
H  4.22  -0.34  5.38
H  6.05  1.28  5.06
H  5.64  3.31  3.66
H  3.43  3.60  2.60
C  -5.23  -0.38  -3.67
C  -4.42  -0.70  -2.42
C  -3.16  0.15  -2.27
C  -2.04  -0.21  -3.25
N  -1.59  -1.61  -3.14
C  -0.88  -2.14  -2.12
Se  -0.37  -1.24  -0.59
N  -0.57  -3.44  -2.43
C  0.29  -4.25  -1.54
C  0.45  -5.72  -1.91
C  1.18  -6.47  -0.79
C  2.55  -5.89  -0.43
C  -1.10  -3.73  -3.67
C  -1.10  -4.88  -4.47
C  -1.75  -4.81  -5.68
C  -2.40  -3.63  -6.12
C  -2.42  -2.50  -5.34
C  -1.76  -2.56  -4.11
H  -6.13  -0.99  -3.72
H  -4.66  -0.57  -4.59
H  -5.53  0.67  -3.68
H  -4.15  -1.76  -2.40
H  -5.05  -0.53  -1.54
H  -2.77  0.08  -1.25
H  -3.40  1.20  -2.45
H  -1.17  0.42  -3.09
H  -2.39  -0.07  -4.27
H  -0.14  -4.18  -0.54
H  1.26  -3.77  -1.52
H  1.03  -5.81  -2.83
H  -0.52  -6.18  -2.06
H  1.31  -7.50  -1.12
H  0.54  -6.50  0.10
H  3.19  -5.80  -1.31
H  3.05  -6.54  0.28
H  2.46  -4.90  0.04
H  -0.63  -5.79  -4.17
H  -1.77  -5.69  -6.31
H  -2.89  -3.63  -7.08
H  -2.94  -1.61  -5.67

energy relative to the best compared isomer or geometry (same formula, charge and spin)	0.00	kcal/mol
spin multiplicity	4
largest force on an atom	0.0255	Eh/bohr
orbital gap (alpha / beta)	6.6 / 5.2	eV
charge	+3
calculated total energy	-5107.3693	Eh

=====

# 3
Density functional theory data (ωB97M-V/def2-TZVPD) for C33H46BrIrN3P2Se as an isolated structure in a non-equilibrium geometry.

Cartesian coordinates (Å):
C  3.01  4.72  -1.29
C  1.93  3.99  -1.85
C  1.90  4.00  -3.27
C  2.88  4.70  -4.00
N  3.87  5.37  -3.44
C  3.93  5.39  -2.12
C  0.97  3.23  -1.02
C  0.03  2.77  -0.34
C  -1.08  2.12  0.29
C  -1.16  0.90  1.12
C  -2.46  0.34  1.45
C  -3.58  1.07  1.05
C  -3.49  2.39  0.62
C  -2.24  2.87  0.24
Ir  -1.17  -1.04  0.48
P  0.99  -0.68  -0.04
H  1.13  3.46  -3.82
H  3.15  4.75  -0.22
H  2.86  4.71  -5.09
H  4.76  5.96  -1.68
H  -2.15  3.90  -0.12
H  -0.30  0.75  1.79
H  -4.31  3.09  0.52
H  -2.69  -0.58  2.01
C  1.83  -2.32  0.19
C  3.06  -2.52  -0.68
H  1.08  -3.10  -0.03
H  2.08  -2.43  1.26
H  3.41  -3.55  -0.52
H  2.84  -2.41  -1.75
H  3.89  -1.86  -0.39
C  1.19  -0.10  -1.75
C  2.53  0.57  -2.06
H  0.37  0.62  -1.92
H  1.04  -0.97  -2.42
H  2.56  0.78  -3.13
H  2.60  1.54  -1.56
H  3.40  -0.06  -1.83
C  1.94  0.56  0.95
C  3.45  0.29  1.06
H  1.48  0.65  1.94
H  1.76  1.54  0.47
H  3.90  1.02  1.75
H  3.65  -0.71  1.48
H  3.98  0.42  0.10
Br  -5.29  0.32  1.32
P  -1.99  -1.98  -1.46
C  -0.73  -2.71  -2.54
C  -1.05  -3.99  -3.28
H  0.16  -2.87  -1.92
H  -0.48  -1.94  -3.28
H  -0.13  -4.33  -3.77
H  -1.36  -4.79  -2.61
H  -1.79  -3.86  -4.06
C  -3.21  -3.23  -0.92
C  -4.55  -3.31  -1.66
H  -3.41  -3.02  0.15
H  -2.70  -4.20  -0.96
H  -5.21  -3.99  -1.10
H  -5.06  -2.34  -1.73
H  -4.44  -3.74  -2.67
C  -2.69  -0.60  -2.44
C  -3.18  -0.95  -3.85
H  -1.88  0.15  -2.52
H  -3.49  -0.14  -1.83
H  -3.63  -0.05  -4.28
H  -2.36  -1.23  -4.52
H  -3.93  -1.74  -3.86
C  -1.96  -1.64  4.89
N  -0.89  -0.66  4.61
C  0.00  -0.94  3.61
Se  -0.30  -2.37  2.42
N  1.13  -0.20  3.89
C  1.03  0.38  5.15
C  2.06  0.65  6.03
C  1.74  0.57  7.39
C  0.41  0.43  7.83
C  -0.63  0.23  6.93
C  -0.26  0.12  5.60
H  -2.62  -1.71  4.01
H  -2.49  -1.30  5.78
H  -1.49  -2.63  5.10
H  2.04  -0.31  3.44
H  3.05  0.83  5.64
H  2.53  0.57  8.13
H  0.22  0.47  8.90
H  -1.68  0.18  7.22

energy relative to the best compared isomer or geometry (same formula, charge and spin)	12.74	kcal/mol
spin multiplicity	6
largest force on an atom	0.0888	Eh/bohr
orbital gap (alpha / beta)	6.1 / 3.9	eV
charge	+4
calculated total energy	-7210.1152	Eh

=====

- spin multiplicity of number 2 (C33H45N10ReS2Se)?
  4

=====

- What is the charge in the second record?
  +3

=====

Copy entry 3 word for word.
Density functional theory data (ωB97M-V/def2-TZVPD) for C33H46BrIrN3P2Se as an isolated structure in a non-equilibrium geometry.

Cartesian coordinates (Å):
C  3.01  4.72  -1.29
C  1.93  3.99  -1.85
C  1.90  4.00  -3.27
C  2.88  4.70  -4.00
N  3.87  5.37  -3.44
C  3.93  5.39  -2.12
C  0.97  3.23  -1.02
C  0.03  2.77  -0.34
C  -1.08  2.12  0.29
C  -1.16  0.90  1.12
C  -2.46  0.34  1.45
C  -3.58  1.07  1.05
C  -3.49  2.39  0.62
C  -2.24  2.87  0.24
Ir  -1.17  -1.04  0.48
P  0.99  -0.68  -0.04
H  1.13  3.46  -3.82
H  3.15  4.75  -0.22
H  2.86  4.71  -5.09
H  4.76  5.96  -1.68
H  -2.15  3.90  -0.12
H  -0.30  0.75  1.79
H  -4.31  3.09  0.52
H  -2.69  -0.58  2.01
C  1.83  -2.32  0.19
C  3.06  -2.52  -0.68
H  1.08  -3.10  -0.03
H  2.08  -2.43  1.26
H  3.41  -3.55  -0.52
H  2.84  -2.41  -1.75
H  3.89  -1.86  -0.39
C  1.19  -0.10  -1.75
C  2.53  0.57  -2.06
H  0.37  0.62  -1.92
H  1.04  -0.97  -2.42
H  2.56  0.78  -3.13
H  2.60  1.54  -1.56
H  3.40  -0.06  -1.83
C  1.94  0.56  0.95
C  3.45  0.29  1.06
H  1.48  0.65  1.94
H  1.76  1.54  0.47
H  3.90  1.02  1.75
H  3.65  -0.71  1.48
H  3.98  0.42  0.10
Br  -5.29  0.32  1.32
P  -1.99  -1.98  -1.46
C  -0.73  -2.71  -2.54
C  -1.05  -3.99  -3.28
H  0.16  -2.87  -1.92
H  -0.48  -1.94  -3.28
H  -0.13  -4.33  -3.77
H  -1.36  -4.79  -2.61
H  -1.79  -3.86  -4.06
C  -3.21  -3.23  -0.92
C  -4.55  -3.31  -1.66
H  -3.41  -3.02  0.15
H  -2.70  -4.20  -0.96
H  -5.21  -3.99  -1.10
H  -5.06  -2.34  -1.73
H  -4.44  -3.74  -2.67
C  -2.69  -0.60  -2.44
C  -3.18  -0.95  -3.85
H  -1.88  0.15  -2.52
H  -3.49  -0.14  -1.83
H  -3.63  -0.05  -4.28
H  -2.36  -1.23  -4.52
H  -3.93  -1.74  -3.86
C  -1.96  -1.64  4.89
N  -0.89  -0.66  4.61
C  0.00  -0.94  3.61
Se  -0.30  -2.37  2.42
N  1.13  -0.20  3.89
C  1.03  0.38  5.15
C  2.06  0.65  6.03
C  1.74  0.57  7.39
C  0.41  0.43  7.83
C  -0.63  0.23  6.93
C  -0.26  0.12  5.60
H  -2.62  -1.71  4.01
H  -2.49  -1.30  5.78
H  -1.49  -2.63  5.10
H  2.04  -0.31  3.44
H  3.05  0.83  5.64
H  2.53  0.57  8.13
H  0.22  0.47  8.90
H  -1.68  0.18  7.22

energy relative to the best compared isomer or geometry (same formula, charge and spin)	12.74	kcal/mol
spin multiplicity	6
largest force on an atom	0.0888	Eh/bohr
orbital gap (alpha / beta)	6.1 / 3.9	eV
charge	+4
calculated total energy	-7210.1152	Eh